No. 1
# C5H7N2O

The ion C5H7N2O with charge +1 in a non-equilibrium geometry (the ωB97M-V functional and the def2-TZVPD basis, the Open Molecules 2025 dataset).

frontier orbital gap: 8.3823 eV
net charge: +1
relative energy (zero: lowest compared OMol25 entry of this formula, charge and spin): 30.1 kcal per mole
calculated total energy: -379.1547 a.u.
highest occupied orbital energy: -14.19 eV

Last column: Mulliken charge in e.
Element x y z (Å)
C (1.8617, 1.0762, 0.0043)  -0.2906
C (2.7320, -0.8617, -0.1125)  -0.0530
C (0.7666, 0.2013, -0.0105)  0.2630
C (-0.6708, 0.4840, 0.0032)  0.2265
C (-2.9487, -0.1213, -0.0868)  -0.6255
N (3.0322, 0.4021, -0.0619)  -0.4116
N (1.3222, -1.0087, -0.1245)  -0.1393
O (-1.5395, -0.4069, -0.1525)  -0.2723
H (1.9538, 2.1551, 0.2841)  0.3478
H (3.4488, -1.6881, -0.1895)  0.3807
H (-0.7803, 1.5877, 0.2626)  0.3546
H (-3.1996, 0.3847, -0.9642)  0.3517
H (-3.2115, 0.5991, 0.8565)  0.2954
H (-3.5195, -1.0135, 0.0412)  0.2737
H (0.7524, -1.7900, 0.2505)  0.2989

=====

No. 2
# C5H7N3

An isolated molecule of C5H7N3 in a non-equilibrium geometry (the ωB97M-V functional and the def2-TZVPD basis, the Open Molecules 2025 dataset).

frontier orbital gap: 10.0614 eV
relative energy (zero: lowest compared OMol25 entry of this formula, charge and spin): 85.0 kcal per mole
calculated total energy: -358.8828 a.u.
highest occupied orbital energy: -9.30 eV

Last column: Mulliken charge in e.
Element x y z (Å)
C (0.3622, 1.4740, -0.0063)  -0.8828
C (-1.7366, 0.1731, -0.0435)  0.1672
C (0.3949, -1.0035, -0.0185)  0.0729
C (1.8452, -0.7477, 0.0879)  -0.7024
C (3.0024, -0.4715, 0.0766)  0.5308
H (0.9661, 1.5640, 0.9043)  0.3572
H (1.0505, 1.6141, -0.8638)  0.2927
H (-0.4521, 2.2736, 0.1117)  0.2687
H (-2.2634, 1.1521, -0.2163)  0.2516
H (-3.4667, -0.6203, 0.1903)  0.2343
H (-0.9424, -2.3591, -0.1893)  0.3070
H (4.0424, -0.1397, -0.0887)  0.3874
N (-0.3692, 0.2007, -0.0249)  0.0624
N (-2.5268, -0.8742, 0.1306)  -0.6660
N (0.0933, -2.2355, -0.0501)  -0.6812

=====

No. 3
# C5H7N3

An isolated molecule of C5H7N3 in a non-equilibrium geometry (the ωB97M-V functional and the def2-TZVPD basis, the Open Molecules 2025 dataset).

frontier orbital gap: 8.6947 eV
relative energy (zero: lowest compared OMol25 entry of this formula, charge and spin): 135.6 kcal per mole
calculated total energy: -358.8024 a.u.
highest occupied orbital energy: -8.08 eV

Last column: Mulliken charge in e.
Element x y z (Å)
C (-1.3080, 0.1196, -1.4061)  -0.5210
C (-0.8061, -1.0917, 0.6275)  -0.5594
C (0.2637, -0.3911, 0.5384)  0.2527
C (1.3709, 0.3094, 1.2540)  -0.3972
C (0.1675, 0.3740, -0.8164)  0.5652
H (-1.7127, 1.1066, -1.1340)  0.2325
H (-1.5501, -0.2097, -2.4492)  0.3033
H (-1.5367, -2.2351, -1.0811)  0.2984
H (-1.0805, -1.9176, 1.2324)  0.4632
H (2.0306, -0.3390, 1.7436)  0.3028
H (0.7152, 1.1099, 2.0046)  0.1904
H (2.1455, 2.0254, 0.5153)  0.2812
N (-1.7173, -1.1816, -0.4169)  -0.5074
N (1.9801, 1.1274, 0.2453)  -0.3131
N (1.0380, 1.1934, -0.8574)  -0.5915

=====

No. 4
# C5H7N3

A cluster of 2 separate species, C5H7N3 in total in a non-equilibrium geometry (the ωB97M-V functional and the def2-TZVPD basis, the Open Molecules 2025 dataset).

frontier orbital gap: 8.2126 eV
relative energy (zero: lowest compared OMol25 entry of this formula, charge and spin): 135.1 kcal per mole
calculated total energy: -358.8031 a.u.
highest occupied orbital energy: -8.32 eV

Last column: Mulliken charge in e.
Element x y z (Å)
C (-0.1443, -0.5880, 0.6396)  0.2599
C (-1.1799, -1.3342, 0.3762)  -0.6059
C (-2.0416, -0.5744, -0.4996)  -0.4783
C (-1.1890, 0.4441, -1.0632)  -0.4880
C (1.1296, 1.0187, -0.8317)  0.0745
H (1.7060, -1.6745, 1.4847)  0.3212
H (0.2067, -0.2262, 2.5138)  0.2976
H (-1.6585, -2.0648, 1.1749)  0.2556
H (-2.9624, -0.7470, -0.8922)  0.4903
H (-1.4018, 1.2040, -1.7120)  0.4456
H (1.2239, 1.2845, -2.0384)  0.2464
H (2.1556, 0.8007, 0.8380)  0.4124
N (0.8212, -0.4865, 1.5634)  -0.6744
N (-0.0327, 0.4420, -0.3308)  0.0813
N (2.2517, 1.1339, -0.2464)  -0.6382

=====

No. 5
# C5H7N3

An isolated molecule of C5H7N3 in a non-equilibrium geometry (the ωB97M-V functional and the def2-TZVPD basis, the Open Molecules 2025 dataset).

frontier orbital gap: 8.8003 eV
relative energy (zero: lowest compared OMol25 entry of this formula, charge and spin): 93.8 kcal per mole
calculated total energy: -358.8688 a.u.
highest occupied orbital energy: -7.83 eV

Last column: Mulliken charge in e.
Element x y z (Å)
C (0.4673, -1.0552, 1.5022)  -0.5093
C (-0.7814, -0.8534, 0.6857)  -0.4952
C (-0.9094, 0.3535, -1.2708)  -0.3051
C (-0.0877, 1.4494, -1.5666)  -0.3725
C (0.9421, 0.2229, -0.1393)  0.4669
H (0.7310, -2.1778, 1.2688)  0.2145
H (0.3107, -0.9781, 2.5714)  0.3811
H (-1.3223, 0.1000, 1.2471)  0.2174
H (-1.6417, -1.5892, 0.8907)  0.3410
H (-1.9080, 0.0055, -1.7215)  0.3161
H (0.0175, 2.0274, -2.5481)  0.2752
H (1.8245, 1.9148, -0.4737)  0.3534
N (-0.1128, -0.5532, -0.5475)  -0.0778
N (1.0673, 1.2016, -0.8988)  -0.1245
N (1.4029, -0.0681, 1.0005)  -0.6813

=====

No. 6
# C5H7N3

A structure of composition C5H7N3 in a non-equilibrium geometry (the ωB97M-V functional and the def2-TZVPD basis, the Open Molecules 2025 dataset).

frontier orbital gap: 8.8305 eV
relative energy (zero: lowest compared OMol25 entry of this formula, charge and spin): 204.4 kcal per mole
calculated total energy: -358.6926 a.u.
highest occupied orbital energy: -8.28 eV

Last column: Mulliken charge in e.
Element x y z (Å)
C (-0.0084, 2.1065, -0.3168)  -0.7147
C (0.4211, 0.8921, 0.3114)  0.3170
C (1.9104, 0.4682, 0.2312)  -0.4828
C (1.7231, -1.1405, -0.3490)  -0.1713
C (-1.6886, -0.8056, -0.1184)  0.0491
H (-1.1308, 2.2748, -0.6876)  0.2735
H (0.8406, 2.8562, -1.0645)  0.1833
H (2.6807, 1.3025, -0.2770)  0.3181
H (2.1221, 0.3183, 1.6081)  0.2082
H (2.5679, -1.7683, -0.5403)  0.3706
H (-1.9167, -1.9110, -1.0493)  0.2826
H (-3.4490, -0.0507, -0.1479)  0.2375
N (0.4935, -1.4898, -0.1153)  -0.5267
N (-0.2690, -0.4057, 0.4286)  0.1625
N (-2.4903, 0.1603, 0.2022)  -0.5071

=====

No. 7
# C5H7N3

A structure of composition C5H7N3 in a non-equilibrium geometry (the ωB97M-V functional and the def2-TZVPD basis, the Open Molecules 2025 dataset).

frontier orbital gap: 10.1768 eV
relative energy (zero: lowest compared OMol25 entry of this formula, charge and spin): 121.2 kcal per mole
calculated total energy: -358.8253 a.u.
highest occupied orbital energy: -10.01 eV

Last column: Mulliken charge in e.
Element x y z (Å)
C (-2.6491, -0.2529, -0.3467)  0.1237
C (-0.4475, 1.2420, -0.6004)  0.2317
C (-1.4561, 0.3323, 0.2618)  0.4123
C (1.0446, 0.8373, -0.7675)  -1.2624
C (-0.8050, -1.2821, 1.1058)  -1.0712
N (-3.6356, -0.5760, -0.8204)  -0.4472
N (-0.8273, 2.2346, 0.4501)  -0.3508
N (-1.6038, 1.5254, 1.1039)  -0.2195
H (-0.8070, 1.3727, -1.6164)  0.4003
H (1.5945, 1.7647, -1.1353)  0.3339
H (1.0295, 0.0305, -1.5848)  0.2659
H (1.4323, 0.6909, 0.1621)  0.4519
H (-1.7053, -1.3576, 1.6363)  0.4957
H (0.0148, -0.8122, 1.6606)  0.2705
H (-0.3492, -1.7877, 0.3347)  0.3653

=====

No. 8
# C5H7N3

An isolated molecule of C5H7N3 in a non-equilibrium geometry (the ωB97M-V functional and the def2-TZVPD basis, the Open Molecules 2025 dataset).

frontier orbital gap: 8.7130 eV
relative energy (zero: lowest compared OMol25 entry of this formula, charge and spin): 52.2 kcal per mole
calculated total energy: -358.9352 a.u.
highest occupied orbital energy: -8.11 eV

Last column: Mulliken charge in e.
Element x y z (Å)
C (-1.8516, -0.5364, -0.0075)  0.0153
C (-0.0941, 1.1534, 0.0026)  -0.3270
C (1.3982, 1.2805, -0.0170)  -0.3994
C (2.1979, 0.2131, 0.0108)  -0.2940
C (1.5987, -1.1238, 0.0171)  -0.1441
H (-3.6250, 0.0537, 0.0529)  0.2225
H (-2.0635, -1.6016, -0.0184)  0.3791
H (-0.5560, 1.6812, -0.8450)  0.2730
H (-0.5389, 1.6236, 0.9030)  0.2762
H (1.7831, 2.3088, 0.0071)  0.3379
H (3.2869, 0.3139, 0.0197)  0.3227
H (2.2475, -2.0009, 0.0411)  0.3655
N (-2.6830, 0.4215, 0.0217)  -0.6206
N (-0.5032, -0.2652, -0.0477)  0.5471
N (0.3248, -1.3420, -0.0021)  -0.9545

=====

No. 9
# C5H7N3

An isolated molecule of C5H7N3 in a non-equilibrium geometry (the ωB97M-V functional and the def2-TZVPD basis, the Open Molecules 2025 dataset).

frontier orbital gap: 7.6696 eV
relative energy (zero: lowest compared OMol25 entry of this formula, charge and spin): 129.2 kcal per mole
calculated total energy: -358.8125 a.u.
highest occupied orbital energy: -6.82 eV

Last column: Mulliken charge in e.
Element x y z (Å)
C (1.1142, -0.2590, -0.0461)  -0.4236
C (0.0945, 1.8915, -0.0274)  -0.5336
C (-0.8640, 0.7557, -0.2675)  -0.0282
C (-1.5786, -1.1791, 0.0501)  -0.0815
C (-0.2452, -0.5588, -0.0021)  0.4228
H (2.5979, -1.0349, -1.0548)  0.2834
H (2.5092, -1.8141, 0.2860)  0.3050
H (2.0603, 1.3360, 0.4425)  0.2666
H (-0.1807, 2.9056, 0.1561)  0.4015
H (-2.9852, 0.6579, 0.4696)  0.2764
H (-1.8153, -1.7983, -0.7736)  0.1780
H (-2.1496, -1.5400, 1.0599)  0.2181
N (2.4530, -0.7636, -0.0419)  -0.7323
N (1.1819, 1.1752, -0.0159)  -0.0746
N (-2.1923, 0.2260, -0.2349)  -0.4780

=====

No. 10
# C5H7N3

An isolated molecule of C5H7N3 in a non-equilibrium geometry (the ωB97M-V functional and the def2-TZVPD basis, the Open Molecules 2025 dataset).

frontier orbital gap: 8.6942 eV
relative energy (zero: lowest compared OMol25 entry of this formula, charge and spin): 55.8 kcal per mole
calculated total energy: -358.9295 a.u.
highest occupied orbital energy: -7.91 eV

Last column: Mulliken charge in e.
Element x y z (Å)
C (-0.0244, -0.7556, -0.4871)  0.4704
C (0.7505, -1.7120, 0.0429)  -0.7762
C (1.2854, -1.2076, 1.3195)  -0.2445
C (0.8851, 0.0590, 1.3954)  -0.5929
C (-0.4146, 1.7003, 0.0298)  0.2542
H (-1.3170, -1.1962, -2.0398)  0.2288
H (-0.9827, 0.4954, -1.7072)  0.3950
H (1.0231, -2.6819, -0.3276)  0.4038
H (1.8990, -1.7882, 2.0331)  0.3747
H (1.2167, 0.9559, 1.9580)  0.2373
H (0.1548, 2.5986, 0.4595)  0.2919
H (-2.1037, 1.1022, -0.4321)  0.3203
N (-0.6371, -0.5334, -1.7134)  -0.5965
N (0.0580, 0.3374, 0.2741)  0.0102
N (-1.5325, 1.9117, -0.5244)  -0.7763

=====

- Look up the frontier orbital gap of the first one.
  8.3823 eV

=====

- Look up the relative energy (zero: lowest compared OMol25 entry of this formula, charge and spin) of the ninth one.
  129.2 kcal per mole